No. 1
This record from the Open Molecules 2025 dataset describes a structure of composition C33H48AsIN7O5SeSi3Ti. The level of theory is ωB97M-V with the def2-TZVPD basis set.

Positions of all 100 atoms, in Å:
Ti: 0.51 -0.50 -0.71
O: 6.28 1.43 0.53
C: 5.01 1.06 0.35
C: 4.26 0.40 1.33
C: 2.97 0.06 1.02
N: 2.44 0.37 -0.15
C: 3.12 1.03 -1.08
C: 4.43 1.38 -0.89
C: 2.23 1.26 -2.28
O: 2.60 1.73 -3.32
O: 1.00 0.83 -2.01
C: 1.90 -0.59 1.89
O: 1.98 -0.51 3.09
O: 0.92 -1.07 1.18
H: 6.60 1.18 1.41
H: 4.67 0.17 2.31
H: 5.00 1.91 -1.64
C: -0.32 -3.54 2.47
N: 0.44 -4.01 1.31
C: 1.13 -5.26 1.62
C: -0.40 -4.21 0.10
C: -1.42 -3.14 -0.21
C: -2.74 -3.59 -0.29
C: -3.78 -2.77 -0.72
C: -3.49 -1.46 -1.07
C: -2.19 -1.00 -0.95
C: -1.13 -1.80 -0.52
H: 0.36 -3.41 3.30
H: -1.10 -4.26 2.75
H: -0.78 -2.58 2.24
H: 0.43 -6.06 1.90
H: 1.82 -5.10 2.45
H: 1.70 -5.60 0.75
H: -0.91 -5.18 0.17
H: 0.29 -4.29 -0.75
H: -2.96 -4.62 -0.05
H: -4.78 -3.16 -0.79
H: -4.27 -0.80 -1.43
H: -2.00 0.02 -1.24
Se: -1.92 1.55 -4.80
N: -1.35 0.41 -6.02
C: -0.76 -0.57 -5.37
C: -0.24 -1.76 -5.95
C: 0.23 -2.71 -5.11
C: 0.29 -2.47 -3.70
N: -0.10 -1.37 -3.12
C: -0.72 -0.45 -3.93
N: -1.32 0.62 -3.44
H: -0.25 -1.89 -7.03
H: 0.61 -3.65 -5.48
H: 0.73 -3.22 -3.06
C: -3.21 4.38 0.48
Si: -2.32 3.04 -0.50
C: -1.27 3.81 -1.85
C: -3.65 1.99 -1.31
As: -0.82 1.72 0.81
Si: 0.64 3.41 1.66
C: 1.57 2.71 3.14
C: 1.88 3.88 0.34
C: -0.25 4.97 2.20
Si: -2.09 0.95 2.68
C: -2.96 2.36 3.57
C: -3.39 -0.23 2.03
C: -1.02 0.04 3.91
H: -2.99 5.36 0.03
H: -2.94 4.43 1.52
H: -4.29 4.23 0.42
H: -1.92 4.16 -2.66
H: -0.55 3.11 -2.26
H: -0.73 4.69 -1.48
H: -4.36 2.69 -1.77
H: -4.21 1.38 -0.60
H: -3.25 1.35 -2.09
H: 2.41 2.10 2.82
H: 0.95 2.10 3.79
H: 1.97 3.55 3.72
H: 2.58 3.07 0.17
H: 2.47 4.73 0.71
H: 1.44 4.17 -0.61
H: -1.03 4.78 2.93
H: -0.69 5.51 1.36
H: 0.49 5.63 2.66
H: -3.80 2.75 2.99
H: -2.29 3.18 3.82
H: -3.36 1.96 4.50
H: -3.90 0.15 1.14
H: -4.14 -0.38 2.81
H: -2.96 -1.20 1.77
H: -0.35 0.70 4.46
H: -0.41 -0.75 3.47
H: -1.70 -0.41 4.64
I: 5.76 -3.06 -2.73
C: 3.99 -2.81 -1.71
C: 3.63 -3.35 -0.48
N: 2.42 -2.89 -0.18
N: 1.95 -2.10 -1.15
C: 2.91 -2.03 -2.08
H: 4.16 -4.03 0.17
H: 1.74 -3.17 0.63
H: 2.79 -1.43 -2.97

## Properties
- total charge = +1
- HOMO level (Ha) = -0.405
- strongest force on any atom (eV/Å) = 0.73
- LUMO level (eV) = -3.64

Atom charges from the Löwdin analysis, given in e for atoms 1 to 99: 1.064 0.115 -0.259 0.097 -0.167 0.053 -0.185 0.108 -0.524 0.148 -0.203 -0.547 0.112 -0.202 0.130 0.143 0.151 -0.058 -0.300 -0.085 -0.153 -0.216 -0.034 -0.057 -0.087 -0.201 -0.178 0.099 0.103 0.057 0.096 0.094 0.086 0.121 0.112 0.114 0.112 0.105 0.015 1.202 -0.214 -0.374 0.026 -0.021 -0.105 0.092 -0.419 -0.223 0.128 0.114 0.108 -0.199 0.319 -0.220 -0.217 0.894 0.316 -0.185 -0.182 -0.203 0.317 -0.202 -0.194 -0.195 0.039 -0.005 0.038 0.032 0.004 0.026 0.049 0.018 -0.021 0.015 0.009 0.045 0.002 0.049 0.028 0.014 0.026 0.043 0.028 0.014 0.042 0.008 0.048 0.024 0.022 -0.002 0.048 0.922 -0.758 -0.110 0.024 -0.058 -0.190 0.131 0.132

=====

No. 2
This record from the Open Molecules 2025 dataset describes a structure of composition C33H48BaN6O5S5. The level of theory is ωB97M-V with the def2-TZVPD basis set.

Positions of all 98 atoms, in Å:
Ba: 0.00 0.62 0.75
C: 1.01 -3.11 -0.46
C: -0.07 -2.60 -1.41
O: -1.17 -2.02 -0.74
C: -2.27 -2.85 -0.45
C: -2.06 -3.76 0.74
O: -1.85 -2.97 1.88
C: -1.08 -3.54 2.91
C: -0.54 -2.41 3.76
O: 0.25 -1.50 3.04
C: 1.63 -1.80 2.89
C: 1.93 -2.66 1.67
O: 1.13 -2.19 0.61
H: 1.95 -3.19 -1.02
H: 0.78 -4.10 -0.05
H: -0.40 -3.42 -2.06
H: 0.36 -1.82 -2.03
H: -2.53 -3.45 -1.32
H: -3.10 -2.17 -0.23
H: -1.20 -4.42 0.57
H: -2.95 -4.40 0.87
H: -0.26 -4.13 2.48
H: -1.69 -4.21 3.53
H: 0.02 -2.83 4.61
H: -1.38 -1.84 4.17
H: 2.01 -2.29 3.79
H: 2.12 -0.84 2.79
H: 1.70 -3.72 1.86
H: 3.00 -2.57 1.44
S: 1.63 1.54 3.35
S: 0.55 3.20 2.81
S: 1.66 4.30 1.47
S: 1.77 3.15 -0.25
C: 4.91 1.13 -2.30
C: 4.38 1.04 -3.72
N: 2.92 1.11 -3.78
C: 2.34 2.45 -3.85
C: 2.12 2.91 -5.28
C: 2.14 0.03 -3.72
S: 2.77 -1.53 -3.42
N: 0.83 0.21 -4.02
C: -0.11 0.33 -3.12
O: 0.05 0.46 -1.88
C: -1.52 0.27 -3.65
C: -2.59 0.22 -2.76
C: -3.89 0.14 -3.23
C: -4.15 0.12 -4.59
C: -3.09 0.17 -5.49
C: -1.78 0.25 -5.02
H: 6.00 1.12 -2.30
H: 4.55 0.28 -1.73
H: 4.57 2.05 -1.81
H: 4.68 0.09 -4.17
H: 4.76 1.86 -4.33
H: 3.01 3.13 -3.32
H: 1.41 2.46 -3.29
H: 3.05 2.91 -5.85
H: 1.71 3.92 -5.30
H: 1.42 2.24 -5.78
H: -2.38 0.24 -1.70
H: -4.71 0.13 -2.51
H: -5.17 0.07 -4.95
H: -3.28 0.16 -6.55
H: -0.94 0.28 -5.70
N: 4.90 3.01 1.11
C: 5.05 1.90 1.89
C: 4.50 0.67 1.48
N: 4.62 -0.43 2.20
C: 5.30 -0.32 3.35
C: 5.86 0.87 3.74
N: 5.75 1.99 3.02
H: 4.03 3.03 0.58
H: 5.02 3.86 1.65
H: 3.94 0.61 0.55
H: 5.38 -1.21 3.97
H: 6.41 0.94 4.67
C: -4.46 0.75 4.46
N: -3.35 0.01 3.89
C: -2.12 0.79 3.97
C: -3.62 -0.46 2.52
C: -3.92 0.61 1.47
C: -5.25 0.94 1.23
C: -5.58 1.92 0.31
C: -4.56 2.57 -0.37
C: -3.24 2.21 -0.12
C: -2.84 1.22 0.79
H: -4.25 0.95 5.51
H: -5.37 0.14 4.40
H: -4.66 1.70 3.96
H: -1.92 1.03 5.02
H: -2.16 1.73 3.40
H: -1.28 0.21 3.59
H: -4.45 -1.17 2.58
H: -2.73 -1.01 2.21
H: -6.05 0.41 1.76
H: -6.62 2.17 0.12
H: -4.79 3.34 -1.09
H: -2.47 2.75 -0.69

## Properties
- total charge = -2
- HOMO level (Ha) = -0.057
- strongest force on any atom (eV/Å) = 0.26
- LUMO level (eV) = 3.75

Taken from the Löwdin analysis, the atomic charges in e are: 1.460 -0.189 -0.178 -0.179 -0.175 -0.183 -0.141 -0.180 -0.171 -0.239 -0.220 -0.189 -0.213 0.104 0.108 0.136 0.059 0.129 0.133 0.111 0.127 0.109 0.128 0.129 0.116 0.132 0.008 0.110 0.122 -0.173 -0.280 -0.209 -0.222 -0.087 -0.266 -0.119 -0.218 -0.078 -0.800 0.569 0.080 -0.511 -0.262 -0.116 -0.019 -0.075 -0.116 -0.111 -0.041 0.072 0.048 0.054 0.067 0.109 0.105 0.093 0.062 0.069 0.062 0.080 0.099 0.086 0.086 0.099 0.117 -0.394 -0.109 0.064 -0.176 -0.165 0.112 -0.054 0.083 0.097 0.084 0.088 -0.132 -0.253 -0.126 -0.192 -0.294 -0.102 -0.143 -0.139 -0.189 -0.213 0.071 0.074 0.084 0.088 0.066 0.030 0.112 0.079 0.089 0.077 0.084 0.082

=====

No. 3
This record from the Open Molecules 2025 dataset describes a cluster of 2 separate species, C33H48Cl3FN4O4P in total. The level of theory is ωB97M-V with the def2-TZVPD basis set.

Positions of all 94 atoms, in Å:
C: -3.48 -1.58 5.10
C: -3.05 -2.24 3.80
C: -1.69 -2.90 3.79
C: -3.84 -2.19 2.73
C: -3.75 -3.11 1.54
C: -4.33 -2.44 0.27
C: -3.97 -3.08 -1.09
C: -3.21 -4.42 -0.98
C: -3.27 -2.15 -2.12
C: -2.64 -0.82 -1.69
C: -1.27 -0.76 -0.96
Cl: -1.54 -0.56 0.84
C: -0.61 0.59 -1.34
C: -1.50 1.81 -0.96
C: -0.97 2.94 -0.05
O: -1.12 4.20 -0.68
C: -1.68 2.94 1.35
N: -2.69 3.99 1.46
N: 0.84 0.68 -0.93
P: 1.84 2.11 -1.87
O: 2.29 3.07 -0.65
O: 0.56 2.84 -2.49
C: 1.63 -0.62 -1.03
C: 3.12 -0.31 -1.11
C: 3.98 -0.49 -2.18
C: 5.32 -0.15 -2.04
N: 5.85 0.36 -0.93
C: 5.03 0.50 0.10
C: 3.68 0.16 0.07
C: 0.97 -1.68 -1.93
C: 0.59 -1.34 -3.40
C: 1.18 -0.16 -4.13
N: 0.62 0.22 -5.19
C: 1.90 -2.93 -1.92
C: 1.29 -4.17 -2.54
O: 0.51 -4.93 -2.06
Cl: 1.91 -4.49 -4.19
C: -0.37 -2.02 -1.22
Cl: -0.05 -3.00 0.24
H: -2.86 -1.94 5.92
H: -4.51 -1.83 5.34
H: -3.36 -0.50 5.07
H: -1.27 -2.98 4.79
H: -1.71 -3.91 3.38
H: -1.00 -2.32 3.17
H: -4.61 -1.42 2.72
H: -2.71 -3.39 1.40
H: -4.35 -3.99 1.77
H: -4.09 -1.38 0.33
H: -5.42 -2.50 0.39
H: -4.92 -3.38 -1.55
H: -2.25 -4.33 -0.47
H: -3.82 -5.13 -0.42
H: -3.09 -4.84 -1.98
H: -4.02 -1.86 -2.86
H: -2.57 -2.76 -2.71
H: -3.37 -0.26 -1.13
H: -2.51 -0.25 -2.62
H: -0.57 0.59 -2.43
H: -2.43 1.47 -0.52
H: -1.78 2.28 -1.91
H: 0.09 2.89 0.16
H: -1.99 4.27 -1.08
H: -0.93 3.12 2.12
H: -2.09 1.95 1.55
H: -2.86 4.21 2.43
H: -3.56 3.71 1.04
H: 0.86 0.95 0.06
H: 2.18 2.79 0.26
H: 0.44 3.77 -2.22
H: 1.56 -1.07 -0.04
H: 3.63 -0.89 -3.13
H: 5.99 -0.30 -2.87
H: 5.43 0.91 1.01
H: 3.09 0.29 0.97
H: 0.74 -2.21 -4.05
H: -0.49 -1.17 -3.45
H: 2.09 0.33 -3.78
H: 1.12 1.00 -5.62
H: 2.24 -3.16 -0.91
H: 2.80 -2.72 -2.50
H: -0.90 -2.71 -1.87
F: 5.38 2.18 2.88
C: 4.76 3.39 2.89
C: 3.61 3.53 3.63
C: 2.97 4.77 3.63
C: 3.49 5.82 2.89
C: 4.65 5.64 2.14
C: 5.30 4.41 2.14
H: 3.23 2.69 4.20
H: 2.07 4.90 4.22
H: 2.99 6.78 2.89
H: 5.05 6.46 1.56
H: 6.21 4.26 1.58

## Properties
- total charge = +1
- HOMO level (Ha) = -0.385
- strongest force on any atom (eV/Å) = 1.00
- LUMO level (eV) = -2.92

Taken from the Löwdin analysis, the atomic charges in e are: -0.061 -0.340 -0.064 -0.123 -0.209 -0.169 -0.321 -0.072 -0.139 -0.171 -0.602 0.795 -0.290 -0.101 -0.354 -0.034 -0.220 0.016 -0.040 1.012 -0.214 -0.227 -0.201 -0.243 -0.043 -0.103 0.100 -0.107 -0.034 -0.363 -0.089 -0.253 0.135 -0.154 -0.753 0.066 0.696 -0.534 0.770 0.068 0.077 0.077 0.071 0.080 0.043 0.117 0.061 0.126 0.064 0.119 0.127 0.031 0.088 0.086 0.123 0.101 0.100 0.129 0.113 0.091 0.124 0.092 0.105 0.116 0.065 0.076 0.075 0.124 0.071 0.094 0.120 0.105 0.120 0.100 0.126 0.090 0.115 0.060 0.066 0.118 0.090 0.079 0.036 -0.293 -0.028 -0.085 -0.088 -0.073 -0.013 0.116 0.106 0.106 0.110 0.123

=====

No. 4
This record from the Open Molecules 2025 dataset describes a cluster of 2 separate species, C33H48FN5O8PS in total in a non-equilibrium geometry. The level of theory is ωB97M-V with the def2-TZVPD basis set.

Positions of all 97 atoms, in Å:
C: 2.48 4.27 2.67
C: 2.06 2.96 3.15
C: 0.63 2.51 3.57
N: -0.22 1.56 2.78
C: -1.10 1.11 3.96
N: -0.54 0.03 4.79
C: -1.25 2.26 1.89
F: -2.43 2.81 2.57
C: -0.89 3.61 1.11
C: -1.17 3.64 -0.47
C: -1.42 5.18 -0.96
C: -2.35 5.15 -2.31
O: -1.61 5.63 -3.47
C: -0.83 4.56 -4.06
C: -1.81 0.95 1.03
N: -3.28 1.07 1.34
C: -4.00 1.39 0.32
S: -4.83 1.77 -1.08
C: -0.98 -0.40 1.45
C: -0.86 -1.16 0.02
C: -2.06 -2.06 -0.48
N: -3.21 -1.31 -1.09
N: -1.49 -1.44 2.30
C: -2.89 -1.63 2.66
C: -0.78 -2.65 2.61
C: -0.60 -4.00 1.77
O: -0.25 -2.75 3.77
C: 0.38 0.48 1.88
C: 1.15 1.09 0.56
C: 2.59 0.56 0.17
C: 3.96 1.08 0.78
C: 5.36 0.62 0.38
C: 5.57 -0.44 -0.73
C: 4.29 -0.95 -1.42
C: 2.84 -0.47 -1.00
C: 1.70 -1.09 -1.93
P: 1.80 -0.50 2.65
O: 2.34 -0.12 4.18
O: 2.20 -1.99 2.00
H: 3.05 4.43 1.70
H: 2.15 5.15 3.34
H: 2.95 2.27 3.39
H: 0.80 2.20 4.68
H: -0.01 3.47 3.71
H: -1.34 1.99 4.67
H: -2.12 0.70 3.68
H: -1.26 -0.67 5.05
H: -0.02 0.37 5.61
H: -1.45 4.54 1.52
H: 0.22 3.93 1.22
H: -2.09 3.07 -0.81
H: -0.29 3.24 -1.08
H: -2.07 5.73 -0.18
H: -0.43 5.73 -1.14
H: -2.71 4.10 -2.58
H: -3.31 5.77 -2.13
H: -1.41 3.59 -4.20
H: 0.05 4.33 -3.36
H: -0.49 4.90 -5.10
H: -1.85 1.07 -0.11
H: -0.65 -0.50 -0.88
H: 0.08 -1.84 0.12
H: -1.64 -2.70 -1.36
H: -2.51 -2.82 0.24
H: -4.10 -1.63 -0.70
H: -3.20 -1.36 -2.12
H: -3.63 -1.42 1.79
H: -3.06 -2.75 2.91
H: -3.31 -1.06 3.56
H: -0.36 -3.87 0.67
H: 0.24 -4.67 2.22
H: -1.56 -4.64 1.85
H: 1.38 2.22 0.71
H: 0.51 1.12 -0.38
H: 3.93 1.88 1.58
H: 6.29 1.05 0.89
H: 6.57 -0.87 -1.07
H: 4.44 -1.71 -2.27
H: 2.16 -1.35 -2.96
H: 1.24 -2.06 -1.56
H: 0.95 -0.26 -2.15
H: 2.37 -0.85 4.84
H: 2.02 -2.12 1.05
C: -0.02 -3.55 -4.33
C: 0.40 -3.99 -5.52
C: 0.80 -5.41 -5.72
O: 1.16 -5.79 -6.82
C: 0.74 -6.31 -4.56
C: 0.32 -5.87 -3.37
C: -0.10 -4.45 -3.18
O: -0.50 -4.08 -2.08
O: 0.27 -6.69 -2.29
O: 0.48 -3.16 -6.59
H: -0.32 -2.52 -4.17
H: 1.05 -7.34 -4.71
H: -0.07 -6.14 -1.56
H: 0.81 -3.72 -7.32

## Properties
- total charge = +1
- HOMO level (Ha) = -0.321
- strongest force on any atom (eV/Å) = 5.86
- LUMO level (eV) = -3.73

Taken from the Löwdin analysis, the atomic charges in e are: 0.017 -0.153 -0.154 -0.087 -0.186 0.043 -0.219 -0.034 -0.082 -0.183 -0.134 -0.198 -0.234 -0.122 -0.117 0.043 -0.626 0.675 -0.247 -0.121 -0.233 -0.006 -0.113 -0.070 -0.377 -0.007 0.019 -0.273 -0.113 -0.167 -0.038 -0.067 -0.061 -0.037 -0.156 -0.103 0.949 -0.269 -0.232 0.079 0.086 0.103 0.146 0.164 0.164 0.125 0.092 0.088 0.137 0.107 0.068 0.113 0.114 0.129 0.096 0.137 0.092 0.089 0.109 0.131 0.093 0.090 0.097 0.108 0.068 0.072 0.096 0.124 0.097 0.056 0.109 0.104 0.115 0.100 0.064 0.100 0.099 0.100 0.090 0.061 0.076 0.086 0.060 0.071 -0.213 -0.304 0.134 0.089 -0.215 -0.293 0.048 0.101 0.110 0.133 0.143 0.110 0.124